# 1
C4H6AlO3 | the ωB97M-V functional and the def2-TZVPD basis

Summary:
Lowest unoccupied orbital energy (spin up / spin down) ... -22.72 / -23.53 eV
Gap between HOMO and LUMO (spin up / spin down) ... 6.677 / 5.444 eV
Net charge ... +4
Multiplicity ... 2
ΔE to the lowest compared entry with this formula, charge and spin ... 20.8 kcal/mol

Geometry (Å):
Al  22.29  3.07  -12.46
C  17.46  0.76  -7.97
C  18.93  0.78  -8.01
C  19.48  -0.64  -8.14
O  20.40  -0.52  -9.19
C  20.33  0.62  -9.82
O  21.10  1.03  -10.68
O  19.37  1.38  -9.22
H  17.07  1.75  -8.20
H  17.10  0.58  -6.96
H  16.85  0.07  -8.55
H  19.34  1.27  -7.13
H  18.66  -1.32  -8.36
H  19.83  -0.89  -7.14

---

# 2
C2H6O3 | the ωB97M-V functional and the def2-TZVPD basis

Summary:
Lowest unoccupied orbital energy ... 0.88 eV
Gap between HOMO and LUMO ... 10.561 eV
ΔE to the lowest compared entry with this formula, charge and spin ... 57.7 kcal/mol

Geometry (Å):
O  1.27  -0.39  -1.53
C  1.47  -1.56  -1.68
O  0.77  -2.31  -2.73
H  2.21  -2.10  -1.09
H  0.35  -1.63  -3.31
C  -1.25  1.62  1.80
O  -0.58  0.40  1.61
H  -1.66  1.68  0.74
H  -2.17  1.18  2.28
H  -0.69  2.53  1.95
H  0.27  0.59  1.97

---

# 3
C10H15NO3S | the ωB97M-V functional and the def2-TZVPD basis

Summary:
Lowest unoccupied orbital energy (spin up / spin down) ... 0.00 / -0.06 eV
Gap between HOMO and LUMO (spin up / spin down) ... 7.293 / 7.209 eV
ΔE to the lowest compared entry with this formula, charge and spin ... 120.2 kcal/mol

Geometry (Å):
C  -3.37  0.70  -1.96
C  -3.32  -0.57  -1.24
C  -2.18  1.39  -1.75
C  -2.13  -0.55  -0.58
C  -0.26  0.95  -0.28
C  3.53  0.60  0.08
C  0.82  -0.80  2.48
C  1.54  -1.54  0.08
C  2.44  0.63  1.21
C  1.42  -0.50  1.16
N  -1.39  0.56  -0.86
O  -4.18  -1.64  -1.25
O  -1.77  2.48  -2.46
O  -1.64  -1.31  0.44
S  0.46  2.38  -0.42
H  -4.17  1.06  -2.73
H  4.34  -0.04  0.49
H  3.22  0.49  -0.94
H  3.99  1.67  0.22
H  -0.19  -1.32  2.36
H  0.65  0.21  2.90
H  1.35  -1.44  3.13
H  2.41  -2.20  0.25
H  0.76  -2.37  -0.02
H  1.66  -0.93  -0.79
H  1.94  1.56  0.85
H  2.87  0.70  2.16
H  -5.09  -1.32  -1.51
H  -1.24  3.02  -1.82
H  -2.44  -1.89  0.80

---

# 4
C24H19MnO4P | the ωB97M-V functional and the def2-TZVPD basis

Summary:
Lowest unoccupied orbital energy (spin up / spin down) ... -6.39 / -11.52 eV
Gap between HOMO and LUMO (spin up / spin down) ... 5.835 / 2.675 eV
Net charge ... +2
Multiplicity ... 6

Geometry (Å):
Mn  0.02  0.29  -2.10
O  0.12  3.26  -1.81
C  0.08  2.12  -1.96
C  -0.10  -1.51  -2.15
O  -0.22  -2.67  -2.06
C  1.85  0.21  -2.20
O  3.01  0.13  -2.19
C  -1.79  0.36  -2.27
O  -2.96  0.38  -2.30
C  0.05  0.87  -6.86
H  -0.86  1.49  -6.88
H  1.01  1.40  -6.87
C  -0.02  -0.47  -6.92
H  0.89  -1.08  -6.97
H  -0.98  -0.99  -6.99
C  -0.73  3.58  3.49
C  0.12  3.75  2.39
C  0.31  2.71  1.48
C  -0.32  1.46  1.64
C  -1.11  1.29  2.79
C  -1.35  2.34  3.68
P  0.00  0.16  0.35
C  1.63  -0.50  1.02
C  2.14  -1.71  0.54
C  3.42  -2.15  0.89
C  4.22  -1.40  1.74
C  3.72  -0.20  2.27
C  2.42  0.21  1.95
C  -1.32  -1.03  0.88
C  -1.09  -2.33  1.36
C  -2.17  -3.18  1.66
C  -3.49  -2.73  1.51
C  -3.72  -1.43  1.08
C  -2.65  -0.59  0.78
H  -0.90  4.41  4.18
H  0.61  4.71  2.22
H  0.94  2.89  0.61
H  -1.61  0.34  2.99
H  -2.03  2.21  4.52
H  1.52  -2.35  -0.11
H  3.79  -3.10  0.49
H  5.22  -1.73  2.00
H  4.32  0.40  2.95
H  2.02  1.10  2.46
H  -0.08  -2.70  1.53
H  -1.99  -4.21  2.01
H  -4.33  -3.39  1.73
H  -4.75  -1.05  0.97
H  -2.85  0.44  0.49

---

# 5
C78H192N16O6 | the ωB97M-V functional and the def2-TZVPD basis

Summary:
Lowest unoccupied orbital energy ... 0.52 eV
Gap between HOMO and LUMO ... 8.523 eV

Geometry (Å):
C  7.68  -2.83  -1.38
C  6.36  -3.46  -1.75
N  5.66  -2.77  -2.80
C  5.37  -1.38  -2.54
C  5.44  -0.52  -3.87
C  4.48  -3.48  -3.26
C  4.88  -4.74  -4.07
H  8.16  -2.45  -2.29
H  8.37  -3.60  -1.04
H  7.54  -2.08  -0.62
H  6.58  -4.48  -2.15
H  5.66  -3.54  -0.87
H  4.36  -1.30  -2.09
H  6.07  -0.88  -1.89
H  4.77  -0.96  -4.63
H  4.99  0.47  -3.64
H  6.49  -0.51  -4.25
H  3.91  -2.81  -3.85
H  3.84  -3.65  -2.37
H  4.01  -5.24  -4.53
H  5.40  -5.51  -3.45
H  5.45  -4.51  -4.98
C  -5.41  4.89  1.15
C  -3.98  4.70  1.64
N  -3.90  3.82  2.80
C  -3.73  2.42  2.31
C  -3.46  1.40  3.44
C  -2.70  4.21  3.60
C  -2.63  5.59  4.17
H  -5.83  3.85  1.07
H  -5.49  5.43  0.17
H  -5.95  5.37  1.98
H  -3.26  4.36  0.88
H  -3.59  5.67  2.03
H  -4.66  2.15  1.78
H  -2.95  2.38  1.64
H  -3.58  0.35  3.12
H  -2.45  1.38  3.88
H  -4.18  1.55  4.25
H  -1.73  4.03  3.01
H  -2.62  3.49  4.45
H  -2.00  6.20  3.57
H  -2.24  5.59  5.18
H  -3.56  6.11  4.19
C  4.60  2.38  2.33
C  5.16  3.25  3.51
N  6.38  4.05  3.14
C  6.14  5.03  2.07
C  5.15  6.12  2.47
C  7.56  3.19  2.92
C  8.01  2.38  4.10
H  4.18  2.89  1.46
H  3.76  1.75  2.78
H  5.29  1.67  1.82
H  4.40  3.97  3.91
H  5.42  2.67  4.35
H  7.08  5.53  1.82
H  5.79  4.55  1.14
H  4.13  5.75  2.49
H  5.30  6.53  3.44
H  5.04  6.91  1.71
H  8.38  3.85  2.61
H  7.41  2.45  2.08
H  8.94  1.82  3.84
H  7.27  1.63  4.32
H  8.19  3.09  4.93
C  -1.50  -3.15  1.49
C  -1.96  -4.39  2.16
N  -1.63  -5.65  1.53
C  -2.52  -6.77  1.84
C  -2.33  -7.98  1.02
C  -0.20  -6.03  1.72
C  0.19  -6.53  3.10
H  -1.83  -2.35  2.20
H  -1.98  -2.90  0.50
H  -0.42  -3.03  1.48
H  -1.55  -4.33  3.15
H  -3.01  -4.42  2.29
H  -3.56  -6.43  1.77
H  -2.38  -7.09  2.85
H  -1.30  -8.36  1.25
H  -2.46  -7.80  -0.01
H  -3.10  -8.74  1.22
H  0.04  -6.69  0.88
H  0.37  -5.08  1.60
H  0.06  -5.77  3.88
H  -0.30  -7.47  3.40
H  1.23  -6.83  3.09
C  -6.87  0.11  -6.58
C  -7.02  -0.55  -5.20
N  -6.20  -1.76  -5.20
C  -6.49  -2.55  -3.99
C  -7.70  -3.40  -4.06
C  -4.76  -1.49  -5.34
C  -4.08  -0.53  -4.38
H  -5.85  0.42  -6.82
H  -7.41  1.03  -6.64
H  -7.15  -0.64  -7.37
H  -6.75  0.15  -4.42
H  -8.06  -0.82  -4.96
H  -5.65  -3.23  -3.80
H  -6.41  -1.92  -3.06
H  -7.69  -4.11  -3.25
H  -8.57  -2.79  -4.07
H  -7.63  -3.89  -4.98
H  -4.70  -1.23  -6.47
H  -4.27  -2.47  -5.20
H  -4.26  -0.83  -3.37
H  -4.46  0.48  -4.54
H  -3.01  -0.49  -4.61
C  -5.06  -2.12  -0.43
C  -5.57  -0.85  0.27
N  -6.58  -1.11  1.33
C  -6.31  -2.34  2.13
C  -5.03  -2.27  2.92
C  -7.94  -1.08  0.83
C  -8.50  0.22  0.25
H  -4.68  -2.85  0.26
H  -4.32  -1.97  -1.20
H  -5.86  -2.70  -0.94
H  -4.67  -0.48  0.83
H  -5.93  -0.07  -0.42
H  -7.12  -2.42  2.88
H  -6.33  -3.27  1.59
H  -4.89  -3.23  3.51
H  -4.19  -2.23  2.23
H  -5.00  -1.47  3.67
H  -8.59  -1.38  1.65
H  -8.08  -1.87  0.04
H  -9.55  0.10  0.06
H  -7.93  0.46  -0.69
H  -8.33  1.07  0.90
C  -0.25  0.81  2.21
C  0.75  0.43  1.09
N  0.14  0.68  -0.24
C  -1.20  -0.01  -0.37
C  -2.08  0.68  -1.45
C  1.08  0.18  -1.32
C  2.28  1.14  -1.53
H  0.29  0.97  3.14
H  -0.94  -0.04  2.30
H  -0.76  1.77  2.01
H  1.69  0.96  1.20
H  1.06  -0.59  1.21
H  -1.12  -1.09  -0.51
H  -1.68  0.12  0.60
H  -3.12  0.27  -1.38
H  -2.15  1.73  -1.20
H  -1.80  0.64  -2.49
H  0.56  0.01  -2.27
H  1.59  -0.76  -0.98
H  1.90  2.10  -2.03
H  2.94  0.71  -2.29
H  2.73  1.40  -0.61
C  -1.28  5.13  -5.55
C  -0.22  4.39  -6.33
N  0.07  3.10  -5.79
C  0.96  3.10  -4.62
C  2.33  3.70  -4.78
C  -1.18  2.37  -5.55
C  -2.03  2.24  -6.85
H  -1.32  6.17  -5.73
H  -1.08  5.10  -4.47
H  -2.30  4.83  -5.73
H  -0.42  4.25  -7.40
H  0.66  5.03  -6.33
H  1.06  2.08  -4.21
H  0.40  3.57  -3.77
H  2.92  3.44  -3.89
H  2.43  4.74  -4.95
H  2.84  3.10  -5.56
H  -0.88  1.39  -5.07
H  -1.79  2.78  -4.72
H  -1.30  2.11  -7.71
H  -2.67  1.35  -6.65
H  -2.67  3.12  -6.98
C  3.04  -4.34  4.64
C  2.15  -3.12  4.29
N  0.82  -3.22  4.89
C  0.11  -1.90  4.67
C  -1.29  -1.97  5.28
C  0.73  -3.64  6.26
C  1.51  -2.86  7.36
H  2.55  -5.24  4.33
H  3.25  -4.42  5.69
H  4.01  -4.18  4.07
H  2.69  -2.21  4.53
H  2.02  -3.14  3.16
H  0.67  -1.06  5.12
H  0.20  -1.73  3.57
H  -1.84  -2.87  5.00
H  -1.32  -2.07  6.39
H  -1.97  -1.09  5.06
H  1.21  -4.59  6.20
H  -0.38  -3.85  6.52
H  1.24  -3.12  8.38
H  1.36  -1.81  7.30
H  2.61  -2.98  7.29
C  -0.19  2.36  5.85
C  1.29  2.33  5.54
N  1.92  1.18  6.23
C  2.01  1.30  7.69
C  2.97  2.38  8.24
C  3.24  1.00  5.61
C  3.98  -0.13  6.22
H  -0.69  1.46  5.42
H  -0.66  3.22  5.36
H  -0.51  2.41  6.93
H  1.47  2.19  4.47
H  1.79  3.30  5.80
H  0.97  1.47  8.14
H  2.29  0.29  8.06
H  2.82  2.46  9.33
H  4.04  2.17  8.11
H  2.86  3.42  7.91
H  3.91  1.92  5.78
H  3.07  0.81  4.53
H  3.35  -1.03  6.26
H  4.25  0.07  7.25
H  4.91  -0.31  5.74
C  3.23  -3.52  1.08
O  2.15  -3.06  0.67
N  4.40  -2.82  1.09
C  5.56  -3.44  1.79
C  4.50  -1.37  0.81
H  3.29  -4.55  1.50
H  5.42  -3.48  2.86
H  6.34  -2.74  1.51
H  5.84  -4.37  1.29
H  4.77  -0.83  1.68
H  5.21  -1.19  0.01
H  3.56  -0.93  0.46
C  -0.31  -1.07  -5.87
O  0.28  -0.98  -4.82
N  -0.80  -2.26  -6.32
C  -1.58  -2.30  -7.57
C  -0.30  -3.44  -5.73
H  -0.56  -0.21  -6.49
H  -2.61  -2.72  -7.44
H  -1.02  -2.74  -8.42
H  -1.80  -1.25  -7.84
H  0.07  -4.04  -6.56
H  0.50  -3.28  -4.99
H  -1.12  -4.02  -5.32
C  1.70  5.80  -1.22
O  2.75  6.30  -0.90
N  0.82  5.12  -0.44
C  1.16  4.76  0.91
C  -0.37  4.51  -1.05
H  1.31  5.89  -2.26
H  2.15  4.97  1.09
H  0.85  3.75  1.13
H  0.50  5.39  1.58
H  -0.38  4.59  -2.14
H  -0.31  3.37  -0.93
H  -1.25  4.96  -0.55
C  7.00  2.34  -0.88
O  6.44  1.28  -0.75
N  6.59  3.46  -1.53
C  7.56  4.48  -1.88
C  5.42  3.36  -2.35
H  7.98  2.46  -0.34
H  7.17  5.51  -1.88
H  7.96  4.21  -2.85
H  8.39  4.34  -1.20
H  5.66  3.41  -3.39
H  4.86  2.42  -2.22
H  4.75  4.15  -2.14
C  -5.68  3.31  -4.73
O  -4.77  3.70  -5.46
N  -5.47  2.86  -3.47
C  -6.59  2.31  -2.62
C  -4.17  3.05  -2.81
H  -6.76  3.28  -5.05
H  -6.48  2.81  -1.68
H  -6.53  1.24  -2.52
H  -7.56  2.67  -3.01
H  -4.25  4.00  -2.31
H  -3.92  2.22  -2.16
H  -3.40  3.12  -3.60
C  -1.89  -3.07  -2.55
O  -3.06  -3.31  -2.73
N  -0.96  -4.02  -2.29
C  -1.37  -5.35  -2.03
C  0.38  -3.60  -1.90
H  -1.49  -2.04  -2.74
H  -0.79  -6.04  -2.62
H  -2.40  -5.39  -2.32
H  -1.23  -5.61  -1.00
H  0.60  -3.82  -0.85
H  1.13  -4.01  -2.56
H  0.38  -2.54  -2.05

---

# 6
C3H7N | the ωB97M-V functional and the def2-TZVPD basis

Summary:
Lowest unoccupied orbital energy (spin up / spin down) ... -6.28 / -10.29 eV
Gap between HOMO and LUMO (spin up / spin down) ... 7.513 / 3.498 eV
Net charge ... +1
Multiplicity ... 2
ΔE to the lowest compared entry with this formula, charge and spin ... 93.6 kcal/mol

Geometry (Å):
C  0.19  -1.67  -0.44
C  1.33  -1.08  -0.80
H  0.05  -1.92  0.61
H  -0.53  -1.92  -1.21
H  2.11  -0.94  -0.05
H  1.58  -0.73  -1.79
C  -0.65  1.94  0.63
N  -1.12  1.12  1.44
H  0.30  2.47  0.74
H  -1.21  1.99  -0.33
H  -2.06  0.76  1.19

---

# 7
C7H11N2O | the ωB97M-V functional and the def2-TZVPD basis

Summary:
Lowest unoccupied orbital energy ... -3.11 eV
Gap between HOMO and LUMO ... 9.594 eV
Net charge ... +1
ΔE to the lowest compared entry with this formula, charge and spin ... 142.8 kcal/mol

Geometry (Å):
C  0.54  -0.99  0.71
C  -3.10  1.37  0.05
C  -3.27  -0.38  0.04
C  1.37  1.54  -0.79
C  -0.99  -2.73  -0.32
C  1.36  0.03  1.23
C  0.94  1.41  0.66
N  -4.23  0.60  -0.04
N  -0.16  -1.78  0.23
O  -2.40  0.42  0.73
H  2.45  1.55  -0.88
H  0.98  0.72  -1.39
H  0.99  2.47  -1.21
H  -0.40  -3.44  -0.90
H  -1.50  -3.25  0.49
H  -1.73  -2.23  -0.96
H  1.29  0.02  2.32
H  2.39  -0.18  0.95
H  -0.13  1.54  0.76
H  1.44  2.16  1.27
H  -5.05  0.68  -0.63

---

# 8
C8H10I2N4SV | the ωB97M-V functional and the def2-TZVPD basis

Summary:
Lowest unoccupied orbital energy (spin up / spin down) ... -12.72 / -12.00 eV
Gap between HOMO and LUMO (spin up / spin down) ... 6.594 / 7.356 eV
Net charge ... +3
Multiplicity ... 3
ΔE to the lowest compared entry with this formula, charge and spin ... 0.0 kcal/mol

Geometry (Å):
V  0.93  0.84  -1.45
C  -0.44  -0.25  2.49
C  -0.21  -0.02  1.04
N  0.91  0.31  0.49
N  2.13  0.28  1.14
C  3.18  0.00  0.35
N  4.39  -0.13  0.84
S  2.92  -0.21  -1.38
C  -1.27  -0.24  0.02
C  -2.55  -0.62  0.32
C  -3.41  -0.98  -0.73
C  -2.96  -0.94  -2.03
C  -1.65  -0.51  -2.27
N  -0.83  -0.17  -1.27
H  0.30  0.22  3.12
H  -0.45  -1.33  2.69
H  -1.42  0.14  2.77
H  2.19  0.35  2.15
H  4.60  -0.05  1.82
H  5.17  -0.34  0.22
H  -2.90  -0.66  1.34
H  -4.43  -1.30  -0.51
H  -3.58  -1.23  -2.86
H  -1.26  -0.45  -3.28
I  1.59  3.33  -2.30
I  -0.96  3.99  -2.74

---

The records above give, respectively, max |F| values of 4.6; 5.8; 4.6; 7.6; 3.7; 3.3; 3.4; 0.5 eV/Å.